Version A
18
Properties=species:S:1:pos:R:3:lowdin_charge:R:1 method="wB97M-V/def2-TZVPD" charge=0 orbital_gap_ev="8.43 / 7.08"
C -2.168 -1.066 -1.725 -0.12
C -1.285 0.018 -1.439 -0.06
C -1.228 -2.259 0.169 -0.11
C -0.452 -1.133 0.524 -0.02
C -2.188 -2.113 -0.850 0.05
C -0.518 0.071 -0.296 -0.30
N 0.002 1.333 -0.010 0.12
N 1.721 0.347 1.579 0.04
N 2.060 2.316 0.406 0.03
N 1.172 1.323 0.700 -0.34
H -2.669 -1.111 -2.675 0.09
H -1.354 0.924 -2.097 0.12
H -1.431 -3.090 0.782 0.07
H 0.037 -1.109 1.476 0.07
H 1.908 0.502 2.584 0.11
H 2.328 -0.292 1.083 0.09
H 2.429 2.113 -0.554 0.10
H 1.636 3.226 0.341 0.07



Version B
18
Properties=species:S:1:pos:R:3:lowdin_charge:R:1 method="wB97M-V/def2-TZVPD" charge=0 orbital_gap_ev="7.90 / 8.10"
C 3.942 0.267 1.038 0.12
C 2.935 0.028 0.513 -0.07
C 1.219 -1.372 -0.905 -0.03
C -0.065 -1.146 -1.216 -0.07
C 1.682 -0.234 -0.154 -0.30
C -2.397 -0.480 1.323 0.06
N 0.687 0.609 -0.015 0.15
N -0.348 0.064 -0.672 -0.24
N -1.775 1.840 -0.518 0.02
N -1.549 0.537 -0.802 -0.04
H 4.589 0.652 1.732 0.01
H 1.909 -2.147 -1.214 0.11
H -0.800 -1.835 -1.576 0.12
H -2.309 0.550 1.612 -0.02
H -3.077 -0.984 0.783 -0.07
H -1.459 -1.179 1.439 0.04
H -0.905 2.395 -0.221 0.12
H -2.280 2.436 -1.149 0.08



What should be chosen as the most stable of them? Choose version A.



Version A
13
Properties=species:S:1:pos:R:3:lowdin_charge:R:1 method="wB97M-V/def2-TZVPD" charge=0 orbital_gap_ev=9.08
H 2.071 0.982 2.464 0.07
N 2.468 0.973 1.473 0.14
C 1.375 0.471 0.976 -0.44
C 1.276 -0.245 -0.199 -0.13
C 0.129 -0.509 -0.786 -0.10
N -1.005 0.325 -0.566 -0.26
N -2.291 -0.034 -0.953 -0.06
N -1.090 0.675 0.724 0.02
N -0.100 0.407 1.488 0.06
H 2.284 -0.920 -0.393 0.17
H 0.327 -1.259 -1.699 0.16
H -2.692 0.159 -2.076 0.18
H -2.751 -1.026 -0.452 0.18



Version B
13
Properties=species:S:1:pos:R:3:lowdin_charge:R:1 method="wB97M-V/def2-TZVPD" charge=0 orbital_gap_ev=8.05
N -0.369 2.217 0.273 0.14
C 0.492 1.361 0.057 -0.15
C 1.687 0.777 -0.204 -0.21
N 2.031 -0.424 -0.578 -0.02
N 1.372 -1.547 -0.631 0.00
C 0.148 -1.624 -0.144 -0.25
N -0.576 -0.570 -0.015 -0.10
N -1.899 -0.624 0.269 0.03
H -1.131 2.546 -0.309 0.08
H 2.587 1.520 -0.277 0.14
H -0.146 -2.618 0.212 0.12
H -2.157 0.390 0.403 0.10
H -2.039 -1.405 0.944 0.11



Version C
13
Properties=species:S:1:pos:R:3:lowdin_charge:R:1 method="wB97M-V/def2-TZVPD" charge=0 orbital_gap_ev=9.68
H -1.620 1.780 0.055 0.04
N -0.678 1.387 -0.050 0.10
C -1.036 0.108 0.035 -0.54
N -2.346 -0.338 -0.180 0.07
N -0.126 -0.883 0.042 0.00
N 1.210 -0.824 -0.102 0.07
C 1.848 0.282 -0.063 -0.16
C 3.228 0.111 -0.008 -0.22
N 4.366 -0.028 -0.057 0.16
H -2.722 -1.412 0.048 0.18
H -2.964 0.395 0.177 0.08
H -0.549 -1.820 0.115 0.15
H 1.390 1.242 -0.014 0.07



Version D
13
Properties=species:S:1:pos:R:3:lowdin_charge:R:1 method="wB97M-V/def2-TZVPD" charge=0 orbital_gap_ev=7.51
C -0.317 0.488 -0.207 -0.57
C 0.979 -1.818 0.951 -0.19
C 0.348 -1.840 -0.295 -0.10
H -0.270 2.776 0.701 0.07
H -2.392 2.663 0.137 0.22
H 1.724 -2.700 1.138 0.12
H 0.725 -2.489 -1.376 0.20
H -0.578 -0.655 -1.883 0.25
N -0.996 2.777 -0.155 -0.06
N -0.922 1.423 -0.656 -0.09
N 0.759 0.589 0.860 0.09
N 1.243 -0.538 1.509 0.02
N -0.302 -0.677 -0.723 0.04



What should be chosen as the most stable of them? Choose version C.



Version A
10
Properties=species:S:1:pos:R:3:lowdin_charge:R:1 method="wB97M-V/def2-TZVPD" spin_multiplicity=2 charge=+1 orbital_gap_ev="12.28 / 6.61"
O 1.143 -1.250 0.504 0.20
C 0.477 -0.359 -0.057 -0.37
O 0.934 0.420 -1.135 0.13
C -1.032 -0.167 0.110 -0.06
N -1.424 1.150 0.598 0.32
H 1.790 -0.043 -1.153 0.14
H -1.590 -0.383 -0.796 0.16
H -1.302 -0.937 0.874 0.16
H -1.139 1.259 1.604 0.19
H -1.078 1.848 0.016 0.12



Version B
10
Properties=species:S:1:pos:R:3:lowdin_charge:R:1 method="wB97M-V/def2-TZVPD" spin_multiplicity=2 charge=+1 orbital_gap_ev="11.70 / 6.07"
O -2.173 0.625 0.206 0.22
C -1.217 -0.054 0.120 -0.48
O -1.163 -1.342 0.527 0.15
C 0.143 0.484 -0.441 -0.06
N 1.266 -0.001 0.258 0.32
H -0.603 -1.901 -0.030 0.14
H 0.146 1.587 -0.344 0.20
H 0.157 0.241 -1.510 0.16
H 1.223 0.167 1.269 0.18
H 2.223 0.194 -0.054 0.18



What should be chosen as the most stable of them? Choose version B.



Version A
10
Properties=species:S:1:pos:R:3:lowdin_charge:R:1 method="wB97M-V/def2-TZVPD" charge=-1 orbital_gap_ev="6.70 / 6.70"
C -1.183 -0.198 -0.257 -0.29
C -0.251 0.956 0.210 -0.67
O 2.532 -0.343 1.623 -0.59
O 1.265 -1.853 -0.048 -0.58
S 1.978 -0.541 0.236 0.73
Br 0.495 1.993 -1.356 0.34
H -1.473 -0.090 -1.345 0.05
H -2.055 -0.435 0.242 0.00
H -0.576 -1.170 -0.169 0.03
H -0.730 1.681 0.864 -0.02



Version B
10
Properties=species:S:1:pos:R:3:lowdin_charge:R:1 method="wB97M-V/def2-TZVPD" charge=-1 orbital_gap_ev="5.30 / 7.12"
C 0.061 -0.154 0.214 -0.34
C 0.863 0.984 0.574 -0.67
O -0.207 -1.128 -3.234 -0.57
O -2.453 -0.847 -2.301 -0.57
S -1.164 -0.212 -2.599 0.66
Br -0.148 2.652 0.680 0.43
H -0.421 -0.119 -0.871 -0.05
H -0.793 -0.303 0.876 0.06
H 0.681 -1.051 0.202 0.07
H 1.701 1.188 -0.088 -0.01



Version C
10
Properties=species:S:1:pos:R:3:lowdin_charge:R:1 method="wB97M-V/def2-TZVPD" charge=-1 orbital_gap_ev=7.19
C -0.266 0.799 0.061 -0.11
C 0.855 0.281 -0.743 -0.49
O 1.910 1.228 -1.160 -0.33
O 2.304 0.818 1.371 -0.51
S 2.516 0.212 0.086 0.71
Br 5.348 0.073 0.204 -0.54
H -0.973 0.080 0.017 0.03
H -0.364 1.798 -0.301 0.08
H 0.046 0.862 1.119 0.07
H 0.500 -0.392 -1.500 0.09



What should be chosen as the most stable of them? Choose version C.



Version A
22
Properties=species:S:1:pos:R:3:lowdin_charge:R:1 method="wB97M-V/def2-TZVPD" charge=0 orbital_gap_ev=9.35
C 2.595 -1.322 0.099 -0.11
C 1.365 -0.827 -0.624 -0.35
N 1.694 0.045 -1.733 0.03
C 0.642 0.718 -2.049 -0.25
N -0.631 0.421 -1.477 0.02
H 3.312 -1.707 -0.614 0.06
H 3.112 -0.740 0.848 0.06
H 2.231 -2.244 0.655 0.09
H 0.694 -1.650 -0.847 0.10
H 0.823 -0.219 0.135 0.10
H 0.637 1.703 -2.521 0.11
H -1.289 0.377 -2.249 0.08
H -0.826 -0.367 -0.837 0.01
O -1.926 0.684 2.318 -0.10
H -1.628 0.426 3.228 0.08
H -1.111 1.061 1.888 0.04
O -1.666 -1.239 0.459 -0.07
H -2.216 -1.974 0.227 0.04
H -2.167 -0.727 1.146 0.04
O -0.826 2.533 0.690 -0.08
H -1.499 2.927 1.283 0.06
H -1.320 2.121 -0.025 0.02



Version B
22
Properties=species:S:1:pos:R:3:lowdin_charge:R:1 method="wB97M-V/def2-TZVPD" charge=0 orbital_gap_ev=8.55
C -2.173 1.960 -0.109 -0.06
C -0.930 1.117 -0.061 -0.40
N -0.812 0.227 1.043 0.06
C 0.027 1.202 -1.003 -0.15
N 1.268 0.466 -0.952 0.01
H -2.238 2.554 0.823 0.08
H -2.108 2.611 -0.971 0.07
H -3.065 1.294 -0.202 0.09
H -1.670 0.106 1.606 0.11
H -0.532 -0.704 0.724 0.05
H -0.140 1.826 -1.896 0.11
H 1.633 0.375 0.010 0.07
H 2.005 0.934 -1.501 0.10
O 0.507 -1.959 -1.935 -0.07
H 1.234 -2.296 -2.442 0.04
H 0.778 -1.071 -1.650 -0.02
O 1.776 0.570 2.106 -0.05
H 1.986 1.110 2.839 0.02
H 0.831 0.593 1.995 -0.02
O -0.275 -2.650 0.620 -0.06
H -0.009 -2.597 -0.319 0.00
H 0.505 -2.949 1.057 0.03



What should be chosen as the most stable of them? Choose version B.



Version A
15
Properties=species:S:1:pos:R:3:lowdin_charge:R:1 method="wB97M-V/def2-TZVPD" charge=0 orbital_gap_ev="8.69 / 8.27"
C 0.430 1.152 0.162 -0.10
C 1.731 0.538 -0.002 -0.12
C -0.844 0.733 0.130 -0.01
C 2.072 -0.729 0.038 -0.09
C -0.899 -1.848 -0.386 0.03
C -1.514 -0.569 -0.083 -0.52
O -1.327 -1.619 0.895 0.04
O 3.129 -1.470 -0.200 0.07
O -2.838 -0.435 -0.471 0.05
H 0.525 2.216 0.354 0.10
H 2.537 1.282 -0.065 0.11
H -1.588 1.512 0.287 0.11
H -1.305 -2.657 -0.966 0.10
H 3.096 -2.294 0.307 0.12
H -3.282 0.224 0.081 0.11



Version B
15
Properties=species:S:1:pos:R:3:lowdin_charge:R:1 method="wB97M-V/def2-TZVPD" charge=0 orbital_gap_ev=8.68
O -2.540 -1.135 0.168 0.07
C -1.300 -0.565 0.018 -0.28
C -0.139 -1.390 -0.203 0.02
C 1.106 -0.827 -0.066 -0.34
O 2.370 -1.352 0.065 0.03
C 1.266 0.554 0.210 0.07
C 0.060 1.373 -0.055 -0.30
O 0.320 2.676 -0.023 0.10
C -1.194 0.827 -0.114 0.02
H -2.343 -2.042 0.078 0.07
H 0.033 -2.441 -0.397 0.11
H 2.583 -2.166 -0.404 0.11
H 2.236 0.743 0.628 0.12
H -0.309 3.250 -0.327 0.07
H -2.188 1.318 -0.001 0.14



What should be chosen as the most stable of them? Choose version B.



Version A
18
Properties=species:S:1:pos:R:3:lowdin_charge:R:1 method="wB97M-V/def2-TZVPD" charge=0 orbital_gap_ev=10.44
C 1.817 -0.474 0.867 -0.10
C -1.357 1.475 0.832 0.02
C -0.174 1.193 -0.050 -0.50
O 0.410 -0.391 0.734 -0.19
O 0.722 1.947 -0.331 0.06
H 2.066 -0.602 1.923 0.09
H 2.287 0.444 0.492 0.08
H 2.208 -1.320 0.297 0.08
H -1.969 2.249 0.361 0.09
H -0.979 1.857 1.778 0.10
H -1.947 0.579 1.011 0.08
C -0.462 -1.222 -0.571 -0.65
N -0.590 0.163 -1.244 0.22
O 0.513 -1.898 -1.276 0.07
O -1.470 -1.737 -0.144 0.07
H 0.368 -2.836 -1.092 0.13
H 0.096 0.295 -1.986 0.16
H -1.537 0.277 -1.603 0.17



Version B
18
Properties=species:S:1:pos:R:3:lowdin_charge:R:1 method="wB97M-V/def2-TZVPD" charge=0 orbital_gap_ev=11.11
N 0.904 -1.984 1.889 0.17
C 0.936 -1.247 0.712 -0.52
O 1.395 -1.692 -0.333 0.04
C 0.459 0.148 0.765 -0.09
C -0.789 0.468 -0.191 -0.05
C -1.340 1.846 0.217 -0.49
O -0.954 2.814 0.789 0.14
O -2.626 1.753 -0.325 0.04
H 1.013 -2.945 1.585 0.11
H 0.344 -1.726 2.677 0.10
H 0.183 0.466 1.776 0.12
H 1.242 0.764 0.310 0.14
H -0.263 0.616 -1.230 0.14
H -1.625 -0.222 -0.210 0.12
H -2.806 2.524 -0.875 0.11
O 0.980 -0.542 -2.751 -0.10
H 1.859 -0.145 -2.960 0.06
H 1.089 -0.897 -1.846 -0.03



What should be chosen as the most stable of them? Choose version B.



Version A
9
Properties=species:S:1:pos:R:3:lowdin_charge:R:1 method="wB97M-V/def2-TZVPD" charge=0 orbital_gap_ev=8.40
C 0.340 1.160 0.232 -0.01
C 0.397 -0.283 -0.387 -0.65
O 1.338 -0.748 -0.985 0.05
N -0.597 -1.044 0.104 -0.70
Cl -2.089 -0.707 0.694 0.69
Cl -0.638 -2.918 -0.767 0.39
H 0.099 1.430 1.336 0.12
H -0.214 1.633 -0.450 0.03
H 1.364 1.478 0.224 0.07



Version B
9
Properties=species:S:1:pos:R:3:lowdin_charge:R:1 method="wB97M-V/def2-TZVPD" charge=0 orbital_gap_ev=10.86
O -2.988 -0.322 0.023 -0.13
N -1.807 0.352 -0.233 -0.03
C -0.905 -0.386 0.238 -0.33
C 0.491 0.032 0.572 -1.01
Cl 1.473 -1.353 -0.202 0.49
Cl 1.041 1.561 -0.087 0.59
H -3.587 0.131 -0.874 0.23
H -0.969 -1.373 0.758 0.13
H 0.859 -0.065 1.607 0.06



What should be chosen as the most stable of them? Choose version B.